No. 1
Below is C23H23IrN11O2P as an isolated structure in a non-equilibrium geometry, with properties calculated with ωB97M-V/def2-TZVPD.

Atoms and positions in Å:
Ir: -0.591 1.059 -1.305
N: 1.415 3.705 0.299
C: 2.085 2.803 -0.463
N: 3.412 2.733 -0.547
N: 3.648 1.758 -1.396
N: 2.557 1.235 -1.826
N: 1.525 1.862 -1.265
C: 0.063 3.834 0.326
N: -0.594 4.776 0.997
N: -1.862 4.536 0.755
N: -2.015 3.521 -0.013
N: -0.820 3.033 -0.321
H: 1.960 4.379 0.819
O: -2.529 -1.864 -2.339
C: -2.603 -1.129 -1.358
O: -2.576 0.134 -1.345
C: -2.690 -1.785 0.018
C: -3.789 -2.572 0.323
C: -3.872 -3.205 1.549
C: -2.836 -3.088 2.462
C: -1.735 -2.307 2.164
C: -1.657 -1.640 0.943
P: -0.208 -0.585 0.591
C: 0.038 0.290 2.163
C: 1.042 -0.013 3.075
C: 1.227 0.790 4.186
C: 0.420 1.895 4.394
C: -0.601 2.183 3.502
C: -0.797 1.382 2.394
C: 1.171 -1.762 0.492
C: 2.468 -1.250 0.538
C: 3.556 -2.084 0.374
C: 3.363 -3.437 0.135
C: 2.078 -3.947 0.066
C: 0.982 -3.118 0.236
H: -4.581 -2.670 -0.402
H: -4.743 -3.793 1.795
H: -2.890 -3.596 3.412
H: -0.930 -2.212 2.881
H: 1.673 -0.874 2.922
H: 2.015 0.547 4.884
H: 0.586 2.524 5.256
H: -1.234 3.042 3.653
H: -1.598 1.591 1.695
H: 2.618 -0.194 0.711
H: 4.553 -1.675 0.419
H: 4.214 -4.089 0.002
H: 1.926 -4.998 -0.131
H: -0.016 -3.528 0.175
N: 0.113 -0.564 -2.995
C: 0.389 0.084 -4.273
C: -0.739 1.069 -4.583
N: -0.752 2.112 -3.559
H: 0.897 -1.147 -2.720
H: -0.726 -1.145 -3.068
H: 0.478 -0.646 -5.088
H: 1.335 0.625 -4.179
H: -1.694 0.538 -4.544
H: -0.608 1.481 -5.594
H: -1.583 2.690 -3.626
H: 0.064 2.709 -3.668

Computed properties:
Gap between HOMO and LUMO (eV): 6.8
Electronic energy (eV): -56837.8377
Charge: 0

***

No. 2
Below is C23H23IrP2 as an isolated structure in a non-equilibrium geometry, with properties calculated with ωB97M-V/def2-TZVPD.

Atoms and positions in Å:
C: 0.492 0.294 -4.361
C: -0.788 -0.378 -4.248
C: -0.584 -1.574 -3.456
C: 0.815 -1.640 -3.110
C: 1.479 -0.500 -3.670
Ir: -0.116 0.255 -2.201
P: -0.497 2.427 -1.823
H: 0.684 1.201 -4.923
H: -1.723 -0.048 -4.679
H: -1.333 -2.307 -3.193
H: 2.539 -0.294 -3.615
H: 1.288 -2.446 -2.561
H: -1.517 2.717 -0.867
H: -1.011 3.040 -3.009
H: 0.661 3.198 -1.447
C: -0.640 2.917 3.944
C: 0.300 3.217 2.947
C: 0.380 2.461 1.782
C: -0.523 1.402 1.547
C: -1.422 1.065 2.571
C: -1.491 1.824 3.749
P: -0.213 0.288 0.071
C: 1.513 -0.231 0.436
C: 2.514 0.125 -0.469
C: 3.848 -0.140 -0.208
C: 4.219 -0.709 1.015
C: 3.221 -0.983 1.973
C: 1.879 -0.720 1.689
C: -1.423 -1.033 0.326
C: -1.047 -2.274 0.831
C: -2.023 -3.263 1.018
C: -3.358 -3.009 0.668
C: -3.725 -1.757 0.147
C: -2.765 -0.769 -0.020
H: -0.693 3.503 4.862
H: 1.001 4.031 3.122
H: 1.197 2.665 1.085
H: -2.039 0.165 2.503
H: -2.183 1.537 4.531
H: 2.239 0.658 -1.396
H: 4.607 0.103 -0.945
H: 5.266 -0.937 1.230
H: 3.500 -1.387 2.949
H: 1.121 -0.848 2.468
H: -0.003 -2.468 1.084
H: -1.737 -4.232 1.426
H: -4.111 -3.788 0.787
H: -4.763 -1.562 -0.131
H: -3.035 0.207 -0.432

Computed properties:
Gap between HOMO and LUMO (spin up / spin down) (eV): 5.4 / 5.6
Energy above the lowest of the compared OMol25 structures with the same formula, charge and spin (kcal per mole): 15.03
Electronic energy (eV): -45626.1831
Multiplicity: 6
Charge: +1

***

No. 3
Below is C23H23LaP2 as an isolated structure in a non-equilibrium geometry, with properties calculated with ωB97M-V/def2-TZVPD.

Atoms and positions in Å:
C: -0.438 -0.198 -4.685
C: -1.196 0.957 -4.293
C: -0.328 1.998 -3.874
C: 0.991 1.500 -3.954
C: 0.970 0.139 -4.435
La: 0.003 -1.002 -1.745
P: -0.066 -3.643 -2.061
H: -0.793 -1.023 -5.323
H: -2.258 1.115 -4.534
H: -0.631 2.966 -3.481
H: 1.824 -0.401 -4.854
H: 1.895 2.090 -3.794
H: 1.126 -4.316 -2.589
H: -1.213 -4.285 -2.708
H: -0.147 -4.020 -0.637
C: -0.533 4.001 3.320
C: 0.453 4.015 2.324
C: 0.590 2.938 1.474
C: -0.290 1.849 1.622
C: -1.276 1.806 2.618
C: -1.388 2.902 3.461
P: -0.087 0.560 0.453
C: 1.567 -0.202 0.813
C: 2.483 -0.356 -0.266
C: 3.797 -0.742 0.027
C: 4.206 -0.962 1.354
C: 3.289 -0.829 2.408
C: 1.969 -0.457 2.140
C: -1.384 -0.795 0.707
C: -1.192 -1.938 1.508
C: -2.279 -2.769 1.793
C: -3.560 -2.454 1.305
C: -3.748 -1.324 0.496
C: -2.672 -0.500 0.176
H: -0.630 4.854 3.979
H: 1.120 4.864 2.208
H: 1.353 2.901 0.692
H: -1.921 0.929 2.718
H: -2.150 2.901 4.235
H: 2.256 -0.006 -1.319
H: 4.502 -0.859 -0.799
H: 5.244 -1.230 1.563
H: 3.618 -1.012 3.444
H: 1.235 -0.370 2.955
H: -0.183 -2.184 1.873
H: -2.149 -3.664 2.413
H: -4.411 -3.083 1.564
H: -4.752 -1.083 0.120
H: -2.812 0.424 -0.417

Computed properties:
Gap between HOMO and LUMO (spin up / spin down) (eV): 5.2 / 4.2
Energy above the lowest of the compared OMol25 structures with the same formula, charge and spin (kcal per mole): 0.00
Electronic energy (eV): -43655.4588
Charge: 0

***

No. 4
Below is C23H23N2OP in the gas phase in a non-equilibrium geometry, with properties calculated with ωB97M-V/def2-TZVPD.

Atoms and positions in Å:
C: -2.281 3.379 -0.967
N: -1.212 2.456 -1.254
C: -1.238 1.818 -2.536
C: -0.130 2.293 -0.312
C: 1.284 2.374 -0.917
C: 1.506 3.015 -2.137
C: 2.784 3.047 -2.704
C: 3.879 2.549 -1.991
C: 3.681 2.021 -0.711
C: 2.394 1.954 -0.168
C: -0.390 1.121 0.668
C: -1.655 1.418 1.327
N: -2.627 1.714 1.906
P: -0.395 -0.673 0.113
O: -0.250 -0.698 -1.382
C: 0.967 -1.615 0.893
C: 0.807 -2.276 2.127
C: 1.729 -3.239 2.542
C: 2.845 -3.532 1.748
C: 3.040 -2.838 0.546
C: 2.107 -1.887 0.120
C: -1.812 -1.684 0.682
C: -2.646 -1.429 1.781
C: -3.574 -2.371 2.227
C: -3.680 -3.610 1.600
C: -2.859 -3.879 0.496
C: -1.955 -2.925 0.027
H: -3.187 3.081 -1.517
H: -2.500 3.409 0.105
H: -2.036 4.406 -1.297
H: -2.283 1.673 -2.842
H: -0.769 2.430 -3.324
H: -0.733 0.843 -2.461
H: -0.224 3.190 0.336
H: 0.676 3.522 -2.631
H: 2.910 3.491 -3.693
H: 4.878 2.597 -2.427
H: 4.536 1.669 -0.129
H: 2.267 1.623 0.864
H: 0.421 1.111 1.412
H: -0.064 -2.065 2.753
H: 1.565 -3.782 3.476
H: 3.546 -4.313 2.054
H: 3.908 -3.060 -0.077
H: 2.241 -1.372 -0.833
H: -2.605 -0.486 2.312
H: -4.210 -2.122 3.078
H: -4.400 -4.350 1.957
H: -2.927 -4.846 0.001
H: -1.329 -3.151 -0.842

Computed properties:
Gap between HOMO and LUMO (eV): 8.5
Electronic energy (eV): -38540.1561
SMILES string: CN(C)[C@H](c1ccccc1)[C@@H](C#N)P(=O)(c1ccccc1)c1ccccc1
Charge: 0

***

No. 5
Below is C23H23N3O2 in the gas phase in a non-equilibrium geometry, with properties calculated with ωB97M-V/def2-TZVPD.

Atoms and positions in Å:
O: 0.288 4.696 -0.752
N: -0.151 3.587 -0.480
O: -1.368 3.358 -0.457
C: 0.749 2.557 -0.196
C: 2.120 2.852 -0.285
C: 3.080 1.915 -0.055
C: 2.708 0.592 0.291
N: 3.645 -0.361 0.498
C: 3.340 -1.765 0.686
C: 4.687 -2.464 0.519
C: 5.672 -1.416 1.027
C: 5.072 -0.114 0.499
C: 1.351 0.297 0.409
C: 0.348 1.238 0.166
N: -0.955 0.912 0.271
C: -1.463 -0.382 0.650
C: -2.974 -0.344 0.710
C: -3.646 -0.881 1.799
C: -5.029 -0.875 1.843
C: -5.754 -0.331 0.798
C: -5.090 0.204 -0.293
C: -3.708 0.193 -0.340
C: -1.064 -1.477 -0.326
C: -0.950 -2.787 0.123
C: -0.605 -3.801 -0.753
C: -0.371 -3.516 -2.087
C: -0.489 -2.213 -2.541
C: -0.837 -1.199 -1.666
H: 2.391 3.861 -0.559
H: 4.119 2.180 -0.155
H: 2.604 -2.106 -0.049
H: 2.933 -1.938 1.691
H: 4.739 -3.399 1.072
H: 4.872 -2.671 -0.536
H: 6.687 -1.578 0.671
H: 5.680 -1.408 2.118
H: 5.320 0.739 1.136
H: 5.429 0.093 -0.519
H: 1.055 -0.697 0.689
H: -1.616 1.662 0.082
H: -1.078 -0.649 1.647
H: -3.085 -1.302 2.622
H: -5.540 -1.293 2.698
H: -6.833 -0.323 0.833
H: -5.650 0.630 -1.112
H: -3.201 0.607 -1.198
H: -1.129 -3.013 1.164
H: -0.517 -4.815 -0.392
H: -0.099 -4.306 -2.771
H: -0.309 -1.984 -3.581
H: -0.918 -0.185 -2.026

Computed properties:
Gap between HOMO and LUMO (eV): 8.1
Energy above the lowest of the compared OMol25 structures with the same formula, charge and spin (kcal per mole): 65.68
Electronic energy (eV): -32787.7585
SMILES string: O=[N+]([O-])c1ccc(N2CCCC2)cc1NC(c1ccccc1)c1ccccc1
Charge: 0

***

What is the formula in the fourth record? C23H23N2OP

***

What is the charge in the fourth record? 0

***

Repeat the second record exactly.
Below is C23H23IrP2 as an isolated structure in a non-equilibrium geometry, with properties calculated with ωB97M-V/def2-TZVPD.

Atoms and positions in Å:
C: 0.492 0.294 -4.361
C: -0.788 -0.378 -4.248
C: -0.584 -1.574 -3.456
C: 0.815 -1.640 -3.110
C: 1.479 -0.500 -3.670
Ir: -0.116 0.255 -2.201
P: -0.497 2.427 -1.823
H: 0.684 1.201 -4.923
H: -1.723 -0.048 -4.679
H: -1.333 -2.307 -3.193
H: 2.539 -0.294 -3.615
H: 1.288 -2.446 -2.561
H: -1.517 2.717 -0.867
H: -1.011 3.040 -3.009
H: 0.661 3.198 -1.447
C: -0.640 2.917 3.944
C: 0.300 3.217 2.947
C: 0.380 2.461 1.782
C: -0.523 1.402 1.547
C: -1.422 1.065 2.571
C: -1.491 1.824 3.749
P: -0.213 0.288 0.071
C: 1.513 -0.231 0.436
C: 2.514 0.125 -0.469
C: 3.848 -0.140 -0.208
C: 4.219 -0.709 1.015
C: 3.221 -0.983 1.973
C: 1.879 -0.720 1.689
C: -1.423 -1.033 0.326
C: -1.047 -2.274 0.831
C: -2.023 -3.263 1.018
C: -3.358 -3.009 0.668
C: -3.725 -1.757 0.147
C: -2.765 -0.769 -0.020
H: -0.693 3.503 4.862
H: 1.001 4.031 3.122
H: 1.197 2.665 1.085
H: -2.039 0.165 2.503
H: -2.183 1.537 4.531
H: 2.239 0.658 -1.396
H: 4.607 0.103 -0.945
H: 5.266 -0.937 1.230
H: 3.500 -1.387 2.949
H: 1.121 -0.848 2.468
H: -0.003 -2.468 1.084
H: -1.737 -4.232 1.426
H: -4.111 -3.788 0.787
H: -4.763 -1.562 -0.131
H: -3.035 0.207 -0.432

Computed properties:
Gap between HOMO and LUMO (spin up / spin down) (eV): 5.4 / 5.6
Energy above the lowest of the compared OMol25 structures with the same formula, charge and spin (kcal per mole): 15.03
Electronic energy (eV): -45626.1831
Multiplicity: 6
Charge: +1